This record from the OMol25 dataset describes a structure of composition C31H28BrN8ReSSe at a distorted geometry. The level of theory is wB97M-V/def2-TZVPD.

Summary:
LUMO level (spin up / spin down)	-8.12 / -10.01	eV
<S²>	3.78
electronic energy	-7087.28485	Ha
molecular weight	889.76	g/mol
HOMO energy (spin up / spin down)	-0.590 / -0.597	hartree
relative energy (zero: lowest compared OMol25 entry of this formula, charge and spin)	2.7	kJ/mol

```
! RIJCOSX wB97M-V def2-TZVPD def2/J DEFGRID3
* xyz 3 4
Re 0.00 0.42 -0.24
C -1.26 -0.42 2.55
N -0.82 0.86 1.94
C -1.92 1.86 1.92
C -2.22 2.31 0.54
N -1.56 1.87 -0.51
C -1.95 2.70 -1.61
C -1.48 2.82 -2.93
C -2.06 3.78 -3.72
C -3.08 4.63 -3.24
C -3.52 4.54 -1.94
C -2.92 3.58 -1.15
N -3.04 3.29 0.22
C -1.69 -1.36 1.50
N -1.13 -1.34 0.30
C -1.55 -2.53 -0.37
C -1.16 -3.13 -1.56
C -1.76 -4.32 -1.90
C -2.74 -4.91 -1.08
C -3.09 -4.36 0.13
C -2.45 -3.17 0.47
N -2.51 -2.39 1.64
H -2.03 -0.27 3.29
H -0.41 -0.86 3.06
H -0.06 1.21 2.50
H -1.64 2.73 2.51
H -2.81 1.44 2.38
H -0.68 2.21 -3.31
H -1.71 3.92 -4.74
H -3.52 5.37 -3.90
H -4.29 5.21 -1.55
H -3.65 3.78 0.87
H -0.36 -2.72 -2.17
H -1.46 -4.82 -2.81
H -3.20 -5.84 -1.39
H -3.81 -4.85 0.79
H -3.02 -2.62 2.48
S 1.65 -1.14 0.57
C 3.39 -0.85 0.48
N 3.97 -0.06 -0.43
C 5.31 0.13 -0.52
C 6.14 -0.50 0.36
C 5.57 -1.33 1.31
C 4.20 -1.51 1.37
H 3.37 0.40 -1.09
H 5.65 0.79 -1.30
H 7.21 -0.36 0.30
H 6.21 -1.85 2.03
H 3.75 -2.17 2.10
Se 1.39 2.44 -0.58
C 2.66 2.77 0.81
C 3.59 3.76 0.54
C 4.55 4.03 1.52
N 4.63 3.38 2.71
C 3.68 2.45 2.94
C 2.67 2.12 2.04
H 3.58 4.31 -0.40
H 5.30 4.80 1.35
H 3.73 1.95 3.91
H 1.94 1.37 2.29
Br 2.23 -0.30 -3.12
C 0.37 -0.36 -3.32
C -0.11 -0.72 -4.56
C -1.49 -0.80 -4.75
C -2.34 -0.54 -3.69
C -1.79 -0.19 -2.49
N -0.45 -0.09 -2.28
H 0.59 -0.93 -5.35
H -1.88 -1.08 -5.72
H -3.41 -0.59 -3.79
H -2.43 0.01 -1.65
*
```

This record from the OMol25 dataset describes a structure of composition C31H28Cl2N5O2S2Sr at a distorted geometry. The level of theory is wB97M-V/def2-TZVPD.

Summary:
LUMO level	-3.05	eV
electronic energy	-3369.83986	Ha
molecular weight	725.26	g/mol
HOMO energy	-0.379	hartree
relative energy (zero: lowest compared OMol25 entry of this formula, charge and spin)	62.3	kJ/mol

```
! RIJCOSX wB97M-V def2-TZVPD def2/J DEFGRID3
* xyz 1 1
Sr 0.41 0.26 0.41
N -0.62 0.03 2.83
C -0.54 1.30 3.59
C 0.91 1.75 3.71
N 1.61 1.75 2.42
C 2.09 3.05 1.93
C 1.10 3.70 0.98
N 0.85 2.82 -0.19
H -1.57 -0.33 2.84
H -0.05 -0.68 3.29
H -0.98 1.22 4.59
H -1.11 2.06 3.04
H 1.42 1.07 4.40
H 0.93 2.74 4.16
H 2.39 1.10 2.48
H 3.04 2.90 1.41
H 2.29 3.74 2.76
H 1.49 4.68 0.69
H 0.15 3.87 1.49
H 1.71 2.71 -0.73
H 0.19 3.26 -0.82
S -6.90 2.41 0.50
C -7.18 3.51 1.78
C -6.06 3.70 2.53
C -4.96 2.95 2.05
C -5.25 2.19 0.95
C -4.36 1.29 0.19
C -3.02 1.14 0.58
N -2.15 0.35 -0.02
C -2.57 -0.39 -1.08
C -3.88 -0.29 -1.57
C -4.27 -1.06 -2.72
C -3.41 -1.88 -3.33
C -2.06 -2.03 -2.84
C -1.13 -2.88 -3.46
C 0.15 -3.01 -2.97
C 0.45 -2.26 -1.82
N -0.39 -1.44 -1.22
C -1.64 -1.30 -1.73
C 1.19 -3.86 -3.57
C 2.47 -4.06 -3.13
C 3.23 -4.92 -3.97
C 2.50 -5.37 -5.03
S 0.90 -4.77 -5.00
C -4.77 0.56 -0.90
H -8.16 3.95 1.91
H -6.02 4.36 3.39
H -3.98 2.97 2.51
H -2.64 1.71 1.42
H -5.29 -0.96 -3.08
H -3.71 -2.46 -4.20
H -1.44 -3.44 -4.33
H 1.44 -2.34 -1.36
H 2.88 -3.60 -2.24
H 4.26 -5.20 -3.79
H 2.81 -6.03 -5.82
H -5.79 0.64 -1.27
Cl 7.86 -1.24 0.59
C 6.14 -1.09 0.73
C 5.53 -1.34 1.97
C 4.17 -1.25 2.11
Cl 3.43 -1.54 3.66
C 3.31 -0.93 1.02
O 2.03 -0.93 1.14
C 3.97 -0.59 -0.20
C 3.27 -0.01 -1.31
O 2.09 0.37 -1.32
C 5.37 -0.71 -0.33
H 6.14 -1.60 2.83
H 3.87 0.14 -2.22
H 5.84 -0.47 -1.28
*
```

This record from the OMol25 dataset describes a structure of composition C31H28IrN5O3S2 at a distorted geometry. The level of theory is wB97M-V/def2-TZVPD.

Summary:
LUMO level (spin up / spin down)	-9.02 / -11.21	eV
<S²>	0.78
electronic energy	-2597.33593	Ha
molecular weight	774.95	g/mol
HOMO energy (spin up / spin down)	-0.586 / -0.586	hartree
relative energy (zero: lowest compared OMol25 entry of this formula, charge and spin)	72.5	kJ/mol

```
! RIJCOSX wB97M-V def2-TZVPD def2/J DEFGRID3
* xyz 3 2
Ir 0.51 0.20 0.26
C 6.90 1.03 5.20
C 5.98 0.98 4.03
C 4.72 0.37 4.14
C 3.85 0.33 3.07
C 4.25 0.91 1.86
C 5.50 1.52 1.72
C 6.35 1.55 2.81
S 3.20 0.90 0.52
O 3.81 1.40 -0.66
O 2.50 -0.42 0.41
N 1.80 1.69 0.94
C 1.32 2.68 0.07
C 1.73 3.96 -0.23
C 0.94 4.65 -1.14
C -0.18 4.05 -1.70
C -0.50 2.75 -1.37
N 0.27 2.09 -0.50
H 6.64 0.29 5.96
H 6.84 2.02 5.67
H 7.93 0.88 4.90
H 4.43 -0.08 5.08
H 2.88 -0.14 3.16
H 5.80 1.95 0.77
H 7.32 2.01 2.71
H 2.60 4.39 0.23
H 1.21 5.66 -1.41
H -0.80 4.59 -2.40
H -1.35 2.23 -1.80
N -6.54 -0.41 -1.01
C -7.86 -0.16 -0.67
C -9.06 -0.50 -1.23
C -10.21 -0.04 -0.54
C -10.15 0.71 0.66
C -8.96 1.04 1.22
C -7.77 0.60 0.55
N -6.50 0.78 0.89
C -5.78 0.17 -0.07
C -4.31 0.16 -0.03
C -3.52 -0.40 -1.03
C -2.14 -0.34 -0.91
N -1.54 0.22 0.15
C -2.30 0.75 1.12
C -3.68 0.74 1.07
H -6.23 -0.92 -1.82
H -9.15 -1.07 -2.14
H -11.18 -0.28 -0.96
H -11.08 1.02 1.13
H -8.87 1.62 2.13
H -3.93 -0.86 -1.91
H -1.50 -0.76 -1.68
H -1.77 1.19 1.96
H -4.26 1.18 1.86
C 0.19 -4.21 1.30
S 1.27 -2.83 0.98
O 0.23 -1.81 0.38
C 2.24 -3.45 -0.35
C 1.65 -3.89 -1.53
C 2.46 -4.38 -2.54
C 3.84 -4.43 -2.35
C 4.41 -3.99 -1.17
C 3.61 -3.48 -0.16
H -0.32 -4.50 0.39
H -0.51 -3.91 2.08
H 0.82 -5.02 1.66
H 0.57 -3.84 -1.66
H 2.02 -4.72 -3.46
H 4.46 -4.83 -3.14
H 5.49 -4.04 -1.04
H 4.05 -3.12 0.76
*
```

This record from the OMol25 dataset describes a structure of composition C31H28N9O2S4Se4Yb at a distorted geometry. The level of theory is wB97M-V/def2-TZVPD.

Summary:
LUMO level (spin up / spin down)	-0.93 / -1.48	eV
<S²>	0.76
electronic energy	-14198.67945	Ha
molecular weight	1175.77	g/mol
HOMO energy (spin up / spin down)	-0.237 / -0.237	hartree
relative energy (zero: lowest compared OMol25 entry of this formula, charge and spin)	74.6	kJ/mol

```
! RIJCOSX wB97M-V def2-TZVPD def2/J DEFGRID3
* xyz 0 2
Yb 0.51 -0.71 -0.72
Se 2.46 -3.15 -2.11
Se 4.47 -2.08 -2.53
Se 4.86 -0.23 -1.08
Se 3.28 1.49 -0.66
S -0.32 -2.77 7.08
N -1.41 -2.29 5.93
C -0.71 -2.04 4.84
C -1.24 -1.54 3.59
C -2.62 -1.25 3.46
C -3.09 -0.80 2.24
C -2.16 -0.66 1.17
N -0.84 -0.88 1.32
C -0.37 -1.39 2.50
C 1.01 -1.79 2.63
N 1.77 -1.76 1.51
C 3.01 -2.23 1.51
C 3.66 -2.63 2.67
C 2.92 -2.58 3.88
C 1.60 -2.19 3.85
C 0.72 -2.28 4.99
N 1.06 -2.70 6.19
H -3.19 -1.33 4.38
H -4.17 -0.62 2.05
H -2.46 -0.43 0.14
H 3.50 -2.24 0.51
H 4.70 -2.90 2.66
H 3.34 -2.90 4.81
N 1.02 0.32 -5.48
C 1.77 -0.06 -4.41
N 1.08 0.18 -3.31
C -0.09 0.73 -3.74
N -0.14 0.81 -5.10
C -1.18 1.16 -2.98
C -2.23 1.66 -3.74
N -3.34 2.15 -3.20
C -3.38 2.16 -1.86
C -2.30 1.73 -1.10
N -1.21 1.15 -1.63
H 1.24 0.20 -6.46
H 2.79 -0.47 -4.43
H -2.13 1.68 -4.82
H -4.29 2.54 -1.38
H -2.32 1.84 0.00
C 3.08 5.25 -0.22
C 2.16 4.74 -1.30
S 0.91 3.56 -0.74
C -0.16 4.67 0.31
C -0.16 4.02 1.67
S 0.72 2.39 1.55
C 2.28 2.60 2.44
C 3.04 3.90 2.26
S 4.03 4.02 0.73
H 2.54 5.91 0.50
H 3.89 5.90 -0.60
H 2.71 4.20 -2.05
H 1.64 5.55 -1.77
H -1.14 4.62 -0.17
H 0.21 5.71 0.31
H -1.18 3.72 2.03
H 0.27 4.60 2.48
H 2.91 1.77 2.11
H 2.06 2.38 3.53
H 3.82 4.01 3.01
H 2.40 4.79 2.34
O -0.20 -3.23 -0.82
C -1.12 -2.83 -1.63
O -1.12 -1.65 -2.11
C -2.31 -3.77 -2.03
C -2.59 -4.95 -1.32
C -3.62 -5.76 -1.72
C -4.43 -5.36 -2.79
C -4.24 -4.13 -3.40
C -3.17 -3.34 -3.07
H -1.92 -5.28 -0.50
H -3.81 -6.71 -1.23
H -5.25 -6.01 -3.11
H -4.88 -3.79 -4.23
H -2.97 -2.41 -3.63
*
```

This record from the OMol25 dataset describes a structure of composition C31H28O4S4Tc at a distorted geometry. The level of theory is wB97M-V/def2-TZVPD.

Summary:
LUMO level (spin up / spin down)	-2.14 / -1.85	eV
<S²>	0.85
electronic energy	-3172.60304	Ha
molecular weight	690.83	g/mol
HOMO energy (spin up / spin down)	-0.283 / -0.296	hartree
relative energy (zero: lowest compared OMol25 entry of this formula, charge and spin)	150.9	kJ/mol

```
! RIJCOSX wB97M-V def2-TZVPD def2/J DEFGRID3
* xyz 0 2
Tc 0.22 0.43 0.05
S 2.11 0.77 1.28
S 3.13 2.41 0.66
S 2.03 3.43 -0.64
S 0.49 2.23 -1.30
C -3.56 -4.35 2.24
C -2.47 -3.29 2.33
C -1.83 -3.19 3.70
O -1.44 -3.55 1.38
C -1.57 -2.60 0.32
C -2.10 -1.40 1.11
O -3.05 -2.05 1.94
C -2.73 -0.21 0.37
O -1.67 0.55 -0.18
C -3.44 0.75 1.32
C -4.24 1.75 0.77
C -4.82 2.71 1.58
C -4.61 2.69 2.95
C -3.82 1.70 3.50
C -3.24 0.73 2.69
C -3.67 -0.61 -0.77
C -4.79 -1.40 -0.51
C -5.65 -1.75 -1.54
C -5.43 -1.29 -2.83
C -4.33 -0.49 -3.08
C -3.45 -0.16 -2.06
C -0.22 -2.47 -0.44
O 0.52 -1.45 0.21
C 0.59 -3.76 -0.37
C -0.01 -4.99 -0.60
C 0.74 -6.16 -0.62
C 2.11 -6.11 -0.41
C 2.71 -4.88 -0.17
C 1.96 -3.72 -0.15
C -0.40 -2.18 -1.95
C 0.48 -1.35 -2.62
C 0.36 -1.13 -3.98
C -0.63 -1.77 -4.71
C -1.48 -2.65 -4.06
C -1.37 -2.85 -2.70
H -3.17 -5.32 2.53
H -3.92 -4.41 1.21
H -4.38 -4.09 2.90
H -1.30 -4.11 3.93
H -2.58 -3.01 4.46
H -1.10 -2.37 3.71
H -2.36 -2.93 -0.37
H -1.27 -1.01 1.72
H -4.40 1.77 -0.29
H -5.44 3.48 1.13
H -5.07 3.43 3.58
H -3.65 1.67 4.57
H -2.63 -0.03 3.15
H -4.99 -1.74 0.49
H -6.52 -2.36 -1.32
H -6.11 -1.55 -3.63
H -4.14 -0.13 -4.08
H -2.58 0.45 -2.27
H -1.08 -5.06 -0.76
H 0.25 -7.11 -0.80
H 2.69 -7.01 -0.42
H 3.78 -4.83 0.00
H 2.44 -2.77 0.04
H 1.32 -0.90 -2.10
H 1.06 -0.46 -4.48
H -0.73 -1.60 -5.77
H -2.25 -3.17 -4.61
H -2.05 -3.54 -2.23
*
```

This record from the OMol25 dataset describes a structure of composition C31H29BN5O5S4Yb at a distorted geometry. The level of theory is wB97M-V/def2-TZVPD.

Summary:
LUMO level (spin up / spin down)	3.96 / 3.96	eV
<S²>	0.75
electronic energy	-4625.21696	Ha
molecular weight	863.72	g/mol
HOMO energy (spin up / spin down)	-0.077 / -0.077	hartree
relative energy (zero: lowest compared OMol25 entry of this formula, charge and spin)	42.4	kJ/mol

```
! RIJCOSX wB97M-V def2-TZVPD def2/J DEFGRID3
* xyz -2 2
Yb -0.50 0.77 -0.23
C 0.68 -3.09 -2.84
C 0.05 -2.33 -1.71
N 0.64 -1.34 -1.11
N 1.82 -0.97 -1.62
C 2.55 -0.11 -0.92
N 3.54 0.49 -1.64
S 2.47 0.13 0.76
C -1.30 -2.66 -1.28
C -2.13 -3.50 -2.05
C -3.39 -3.82 -1.59
C -3.80 -3.34 -0.35
C -2.93 -2.52 0.34
N -1.73 -2.17 -0.11
H 1.74 -2.83 -2.86
H 0.24 -2.80 -3.80
H 0.56 -4.16 -2.69
H 3.28 0.61 -2.61
H 3.85 1.35 -1.21
H -1.78 -3.86 -3.01
H -4.05 -4.44 -2.19
H -4.77 -3.58 0.05
H -3.21 -2.11 1.30
C -0.33 -5.43 1.43
C 0.68 -4.98 2.50
C 0.85 -6.12 3.50
C 2.04 -4.72 1.83
C 0.18 -3.69 3.17
C -0.16 -3.64 4.52
C -0.53 -2.46 5.14
C -0.56 -1.30 4.39
S -0.83 0.34 4.89
C -0.51 0.88 3.21
N -0.31 -0.09 2.39
C -0.28 -1.33 3.01
C 0.10 -2.53 2.41
C -0.44 2.29 2.87
C -0.60 3.26 3.86
C -0.43 4.59 3.55
C -0.11 4.94 2.24
C -0.01 3.96 1.26
C -0.16 2.59 1.51
H -0.01 -6.37 0.97
H -0.43 -4.68 0.65
H -1.32 -5.59 1.87
H 1.23 -7.01 2.99
H -0.09 -6.39 3.98
H 1.57 -5.85 4.28
H 2.40 -5.63 1.35
H 2.77 -4.40 2.58
H 1.97 -3.94 1.08
H -0.11 -4.54 5.13
H -0.75 -2.44 6.20
H 0.37 -2.49 1.37
H -0.85 2.97 4.88
H -0.54 5.36 4.31
H 0.04 5.99 1.99
H 0.19 4.28 0.24
O -1.31 2.69 -1.65
S -0.31 1.97 -2.49
O 0.95 1.92 -1.67
O -0.78 0.56 -2.60
S 0.00 2.80 -4.22
O -4.12 0.77 0.77
B -2.91 0.52 0.02
O -3.37 -0.06 -1.21
C -4.71 -0.14 -1.19
C -5.58 -0.64 -2.14
C -6.94 -0.63 -1.84
C -7.40 -0.13 -0.62
C -6.52 0.37 0.34
C -5.17 0.36 0.03
H -5.20 -1.03 -3.08
H -7.65 -1.01 -2.56
H -8.46 -0.13 -0.41
H -6.88 0.76 1.28
*
```